Entry 1:
# C30H51NP2Rh

C30H51NP2Rh as an isolated structure in a non-equilibrium geometry (the ωB97M-V functional and the def2-TZVPD basis, OMol25).

Structure (XYZ):
```
85
C30H51NP2Rh (the ωB97M-V functional and the def2-TZVPD basis)
Rh 0.781 -1.343 0.356
C -0.350 -2.562 2.105
C 1.055 -2.837 1.778
C 0.948 -1.207 3.451
C -0.375 -1.595 3.155
C 1.841 -1.882 2.574
C -1.487 -3.413 1.678
H -1.223 -3.991 0.787
H -2.367 -2.796 1.451
H -1.779 -4.125 2.467
C -1.586 -1.149 3.887
H -2.427 -1.839 3.750
H -1.916 -0.153 3.549
H -1.386 -1.085 4.965
C 1.343 -0.321 4.581
H 0.755 -0.557 5.478
H 1.169 0.741 4.352
H 2.402 -0.439 4.845
C 3.322 -1.880 2.641
H 3.688 -2.426 3.527
H 3.715 -0.852 2.706
H 3.738 -2.364 1.748
C 1.573 -4.114 1.208
H 1.845 -4.821 2.007
H 2.463 -3.917 0.599
H 0.814 -4.584 0.574
C -1.550 0.259 -4.337
C -1.635 -1.058 -4.589
C -0.769 -1.821 -5.533
C 0.665 -1.263 -5.712
C 1.358 -0.709 -4.499
C 1.493 0.607 -4.249
C 0.610 1.680 -4.812
C -0.836 1.265 -5.193
H -1.242 -1.863 -6.531
H 0.648 -0.522 -6.523
H -0.718 -2.866 -5.187
H -0.844 0.931 -6.240
H -2.189 0.678 -3.552
H -2.481 -1.623 -4.172
H -1.441 2.189 -5.150
H 0.572 2.512 -4.092
H 2.362 0.971 -3.678
H 1.069 2.102 -5.726
H 1.272 -2.115 -6.060
H 1.929 -1.440 -3.916
P -0.904 -0.608 -0.827
P 1.788 0.623 0.081
C -0.299 0.861 -1.741
C 0.892 1.630 -1.166
H -1.131 1.541 -1.950
H -0.022 0.417 -2.697
H 1.590 1.912 -1.968
H 0.545 2.572 -0.711
C 1.825 1.659 1.563
H 2.330 1.112 2.370
H 0.795 1.911 1.878
H 2.388 2.576 1.328
C 3.465 0.236 -0.484
H 3.780 0.932 -1.273
H 3.477 -0.796 -0.866
H 4.147 0.307 0.375
C -2.589 -0.303 -0.313
H -3.046 -1.230 0.059
H -3.171 0.068 -1.170
H -2.609 0.443 0.495
C -0.820 -2.176 -1.764
H 0.016 -2.798 -1.381
H -0.663 -2.002 -2.835
H -1.763 -2.715 -1.605
C -1.146 2.294 5.182
C -1.402 3.068 3.955
C -1.860 4.431 3.946
C -2.069 4.759 2.603
C -1.729 3.585 1.848
C -1.882 3.453 0.391
N -1.288 2.593 2.678
H -0.294 2.705 5.747
H -2.020 2.333 5.851
H -0.937 1.245 4.945
H -2.013 5.016 4.842
H -2.422 5.671 2.145
H -2.941 3.527 0.100
H -1.352 4.261 -0.134
H -1.497 2.489 0.037
```

Its charge is +1. Its total energy is -2021.330502 Eh. Its expectation value of S² is 6.037. The value obtained for the gap between HOMO and LUMO (alpha / beta) is 0.2308 / 0.2448 hartree. The HOMO energy (alpha / beta) comes out at -0.299 / -0.390 hartree. The spin multiplicity is 5. For the LUMO energy (alpha / beta), the calculation gives -1.863 / -3.956 eV. The calculation puts the energy above the lowest of the compared OMol25 structures with the same formula, charge and spin at 0.033 eV.

---

Entry 2:
# C3H5GdLi2O4

C3H5GdLi2O4 as an isolated structure in a non-equilibrium geometry (the ωB97M-V functional and the def2-TZVPD basis, OMol25).

Structure (XYZ):
```
15
C3H5GdLi2O4 (the ωB97M-V functional and the def2-TZVPD basis)
H 0.422 -1.831 -1.363
Li -0.671 1.055 -1.641
O 1.955 -1.512 -0.025
O -0.266 -1.417 0.570
C -1.571 -1.877 0.162
C -2.270 -0.845 -0.735
O -2.026 0.468 -0.323
C 0.779 -1.326 -0.442
H -1.471 -2.847 -0.345
H -2.124 -2.008 1.102
H -3.348 -1.084 -0.738
H -1.928 -0.995 -1.782
O 0.719 0.513 -0.499
Gd -0.520 0.827 1.088
Li 2.652 0.825 -0.362
```

Its charge is +2. Its total energy is -1198.469540 Eh. Its expectation value of S² is 15.989. The value obtained for the gap between HOMO and LUMO (alpha / beta) is 0.2627 / 0.3425 hartree. The HOMO energy (alpha / beta) comes out at -0.648 / -0.650 hartree. The spin multiplicity is 8. For the LUMO energy (alpha / beta), the calculation gives -10.487 / -8.378 eV. The calculation puts the energy above the lowest of the compared OMol25 structures with the same formula, charge and spin at 0.000 eV.

---

Entry 3:
# C28H36AuFN6O3S

C28H36AuFN6O3S as an isolated structure (the ωB97M-V functional and the def2-TZVPD basis, OMol25).

Structure (XYZ):
```
76
C28H36AuFN6O3S (the ωB97M-V functional and the def2-TZVPD basis)
Au -0.305 -0.704 -3.050
F 3.730 0.309 2.952
C 2.613 0.967 2.566
C 1.846 0.427 1.575
C 0.721 1.100 1.098
C -0.082 0.501 0.019
O 0.250 -0.573 -0.502
C -1.262 1.246 -0.339
C -1.514 2.435 0.251
N -0.710 3.025 1.180
C -1.029 4.355 1.649
C -0.053 5.464 1.377
C -1.352 5.406 0.635
C 0.390 2.341 1.658
C 1.158 2.848 2.715
C 2.284 2.189 3.176
N 3.026 2.731 4.247
C 3.976 1.942 5.024
C 4.248 2.689 6.343
N 3.031 3.506 6.665
C 2.895 4.661 5.706
C 3.306 4.154 4.316
C -2.277 0.662 -1.308
O -3.371 0.353 -0.851
O -1.910 0.572 -2.535
H 2.121 -0.521 1.130
H -2.403 2.997 -0.006
H -1.574 4.373 2.585
H 0.847 5.213 0.830
H 0.078 6.226 2.134
H -1.318 5.125 -0.409
H -2.123 6.124 0.877
H 0.850 3.768 3.191
H 4.927 1.776 4.513
H 3.535 0.970 5.235
H 5.088 3.374 6.266
H 4.439 1.989 7.151
H 3.044 3.837 7.629
H 2.218 2.902 6.542
H 3.534 5.473 6.046
H 1.858 4.987 5.733
H 4.373 4.340 4.150
H 2.764 4.693 3.547
S 1.210 -2.060 -4.167
C 0.450 -2.556 -5.609
N 1.115 -3.464 -6.374
C 0.659 -3.962 -7.551
C -0.543 -3.566 -8.037
C -1.272 -2.609 -7.301
C -0.791 -2.114 -6.119
H 2.023 -3.752 -6.032
H 1.300 -4.673 -8.052
H -0.908 -3.954 -8.976
H -2.222 -2.258 -7.684
H -1.322 -1.359 -5.556
C -3.535 -4.647 -2.381
C -2.861 -3.346 -2.894
N -1.825 -2.921 -1.963
C -0.842 -3.975 -1.756
C -1.512 -5.199 -1.076
N -2.987 -4.920 -1.008
C -3.241 -3.740 -0.111
C -2.432 -2.547 -0.683
H -3.308 -5.510 -3.004
H -4.615 -4.548 -2.296
H -3.587 -2.538 -2.979
H -2.419 -3.510 -3.876
H -0.042 -3.574 -1.135
H -0.409 -4.253 -2.715
H -1.163 -5.353 -0.057
H -1.370 -6.121 -1.637
H -3.460 -5.735 -0.625
H -2.935 -4.012 0.898
H -4.312 -3.547 -0.113
H -1.630 -2.245 -0.010
H -3.081 -1.686 -0.832
```

Its charge is +2. Its total energy is -2276.055373 Eh. The value obtained for the gap between HOMO and LUMO is 0.2708 hartree. The HOMO energy comes out at -0.432 hartree. The spin multiplicity is 1. For the LUMO energy, the calculation gives -4.391 eV.

---

Entry 4:
# C34H35BrN3O16

A 4-piece molecular cluster, C34H35BrN3O16 overall in a non-equilibrium geometry (the ωB97M-V functional and the def2-TZVPD basis, OMol25).

Structure (XYZ):
```
89
C34H35BrN3O16 (the ωB97M-V functional and the def2-TZVPD basis)
N 0.852 6.942 -0.213
C 0.685 5.925 0.829
C 0.417 4.484 0.286
C -0.798 4.588 -0.673
N -1.631 3.363 -0.640
N -1.010 2.260 -0.261
C -1.711 1.170 -0.266
C -0.918 -0.076 0.135
C -0.072 0.293 1.399
C -0.904 0.738 2.609
O -0.183 -0.577 2.473
C -3.089 1.016 -0.601
C -3.851 -0.279 -0.552
C -4.388 -0.519 0.895
O -4.691 -1.593 1.295
Br -4.551 1.034 2.100
C -3.704 2.190 -0.999
C -2.898 3.322 -1.006
C -3.550 4.614 -1.477
C -4.000 5.536 -0.310
C -5.393 5.218 0.241
C -6.450 5.050 -0.845
O -6.760 5.901 -1.628
O -7.081 3.821 -0.868
H 1.034 6.540 -1.121
H 0.028 7.524 -0.223
H 1.567 5.858 1.475
H -0.173 6.147 1.477
H 1.302 4.111 -0.231
H 0.180 3.885 1.168
H -1.356 5.468 -0.360
H -0.456 4.764 -1.695
H -1.556 -0.888 0.475
H -0.198 -0.355 -0.637
H 0.875 0.804 1.242
H -0.405 1.274 3.410
H -1.856 0.246 2.761
H -3.202 -1.131 -0.757
H -4.701 -0.265 -1.237
H -4.749 2.211 -1.285
H -4.386 4.330 -2.125
H -2.879 5.181 -2.129
H -3.280 5.412 0.509
H -3.906 6.568 -0.655
H -5.704 6.085 0.840
H -5.397 4.380 0.947
H -7.236 3.541 0.044
C 4.473 1.506 -1.226
C 5.423 0.734 -1.774
C 5.741 -0.628 -1.227
O 6.597 -1.290 -1.776
C 5.007 -1.087 -0.057
C 4.062 -0.314 0.491
C 3.725 1.037 -0.074
O 2.839 1.698 0.450
O 3.373 -0.702 1.566
O 6.131 1.123 -2.825
H 4.234 2.486 -1.613
H 5.258 -2.062 0.338
H 2.758 0.023 1.772
H 6.744 0.389 -3.025
C 10.840 -5.648 -1.179
C 11.051 -4.700 -2.101
C 10.094 -3.560 -2.291
O 10.347 -2.719 -3.133
C 8.899 -3.518 -1.458
C 8.689 -4.468 -0.540
C 9.658 -5.592 -0.331
O 9.418 -6.414 0.534
O 7.609 -4.473 0.246
O 12.116 -4.711 -2.900
H 11.523 -6.472 -1.031
H 8.206 -2.703 -1.614
H 7.703 -5.259 0.816
H 12.031 -3.922 -3.468
C -6.201 -4.745 1.238
C -6.105 -5.766 0.380
C -6.484 -7.163 0.772
O -6.391 -8.044 -0.060
C -6.941 -7.394 2.135
C -7.035 -6.372 2.996
C -6.681 -4.970 2.595
O -6.803 -4.079 3.413
O -7.445 -6.537 4.251
O -5.670 -5.606 -0.870
H -5.933 -3.735 0.966
H -7.195 -8.407 2.411
H -7.425 -5.650 4.657
H -5.699 -6.495 -1.275
```

Its charge is +1. Its total energy is -5258.386253 Eh. The value obtained for the gap between HOMO and LUMO is 0.2221 hartree. The HOMO energy comes out at -0.394 hartree. The spin multiplicity is 1. For the LUMO energy, the calculation gives -4.681 eV.

---

Entry 5:
# C4H11NO

A 2-piece molecular cluster, C4H11NO overall (the ωB97M-V functional and the def2-TZVPD basis, OMol25).

Structure (XYZ):
```
17
C4H11NO (the ωB97M-V functional and the def2-TZVPD basis)
C -1.705 1.105 -0.992
C -0.409 0.811 -0.285
C -0.399 0.201 0.897
N 0.679 -0.048 1.762
C 1.990 -0.209 1.138
H -1.501 1.404 -2.022
H -2.360 0.239 -0.979
H -2.255 1.898 -0.504
H 0.548 1.160 -0.630
H -1.352 -0.104 1.305
H 0.439 -0.859 2.304
H 2.038 -1.103 0.519
H 2.187 0.703 0.583
H 2.720 -0.290 1.942
H -0.668 -1.265 -2.166
H 0.016 -1.761 -0.954
O 0.032 -1.881 -1.917
```

Its total energy is -288.963082 Eh. The value obtained for the gap between HOMO and LUMO is 0.3354 hartree. The HOMO energy comes out at -0.303 hartree. The spin multiplicity is 1. As for the SMILES: C/C=C/NC.O. For the LUMO energy, the calculation gives 0.879 eV. The calculation puts the energy above the lowest of the compared OMol25 structures with the same formula, charge and spin at 1.468 eV.